Here is C13H24Cl4EuNO7 as an isolated structure from OMol25. Energies are from wB97M-V/def2-TZVPD.

Cartesian coordinates (Å):
H 1.8032 0.2428 -3.6038
C -0.8404 2.7625 1.2272
C 1.6827 0.2105 -2.5138
H 1.9215 2.3888 -2.4040
H -2.5360 1.7241 -2.2359
O 1.8645 1.5073 -0.5375
N 0.3058 -4.9232 -1.7561
C 2.3439 -1.7283 0.7002
H 1.6845 3.5695 -0.4095
H 2.1918 -0.6629 -2.0978
O -1.4233 1.2970 3.7819
H -0.8968 0.4808 -3.7592
H -0.3292 -3.9676 1.1878
O 0.3313 0.0264 -2.1475
H 3.2195 2.9030 0.1952
H 2.6579 -2.2745 -0.1997
H -0.9632 -5.4403 0.3905
H 2.1891 1.9357 2.1351
H 0.1348 -5.8956 -1.5710
O -0.7721 -0.5299 2.6614
O 0.1581 -2.7699 -1.1752
O 0.2844 1.9406 1.5213
H -0.4822 3.1318 -0.8963
H -2.2847 0.0020 -1.7722
H -2.1941 3.2112 -0.4005
C -1.8145 0.9908 -1.8561
H 2.4596 -2.4575 1.5164
Cl -2.3680 -1.4674 0.1145
C -0.8457 -4.3630 0.3059
H -0.6425 3.8027 1.5107
H -0.1537 1.8826 -2.9412
Eu 0.0576 -0.6911 0.5724
H 1.4702 3.5665 2.0262
C 2.2773 1.4826 -1.8861
Cl 0.1816 -1.2498 5.5609
O -1.4020 1.3014 -0.5366
H -1.6540 2.3581 1.8422
C -0.0943 -3.9419 -0.9216
C -0.5983 0.8930 -2.7857
Cl 1.9488 -0.2653 3.5154
C 2.1379 2.7227 0.1327
H 3.3721 1.4576 -1.9628
C -1.2456 2.6765 -0.2492
H 3.1475 -1.0018 0.8721
C -0.7120 0.3483 3.5433
Cl 0.8849 1.5527 5.4733
C 1.5411 2.5851 1.5422
C 0.5400 0.1307 4.5134
H 0.8058 -4.6647 -2.5924
H -1.8261 -3.8761 0.2673

The value obtained for the LUMO energy (alpha / beta) is -0.56 / 0.29 eV. The orbital gap (alpha / beta) comes out at 7.35 / 8.19 eV. The value obtained for the energy above the lowest of the compared OMol25 structures with the same formula, charge and spin is 38.6 kJ/mol. The largest force on an atom is 1.9 eV/Å. Its highest occupied orbital energy (alpha / beta) is -7.90 / -7.90 eV. Its expectation value of S² is 12.06. As for the spin multiplicity: 7.

=====

Here is a 8-piece molecular cluster, C27H58F3N7O13S overall from OMol25. Energies are from wB97M-V/def2-TZVPD.

Cartesian coordinates (Å):
H 4.2614 -4.1997 -2.8165
C -1.8269 2.9543 3.0025
H -6.4386 -4.1253 -3.5102
C -2.3170 6.6629 2.0903
H -3.6126 9.5321 2.2507
C -4.0413 7.2003 3.6893
H 4.9910 -1.9750 5.7556
O 1.4156 0.3487 4.7482
H -3.5034 -6.8416 -2.8778
H -0.5936 -2.8937 2.9539
C 4.8212 -0.0506 5.4941
H 6.1136 2.2917 5.1603
C -0.2909 -1.5644 -7.7049
H 5.8132 0.1466 5.9672
H -0.1061 -0.9212 -4.6632
C -3.7202 8.6223 1.6560
O -4.1157 -3.7362 -4.9314
H 1.0645 0.2789 2.0228
C -0.9484 -1.9025 3.2430
N 2.8694 -3.7511 -1.3337
H 3.7522 1.5569 3.7364
N -3.3267 7.4788 2.4551
C -0.4377 -0.1467 -3.9690
H 2.4145 -1.8429 -0.6444
H -1.7945 -3.5795 -6.7481
C 6.3393 1.9141 2.6804
H 3.8101 -1.9216 -1.7422
H 2.7143 -3.5321 -3.3993
H -2.6772 -1.6021 -9.7623
C -2.3204 -2.7803 -7.2718
N -4.6188 -5.0867 -3.1686
H -1.6043 -1.5080 2.4641
H -3.1759 -3.1925 -7.8016
H 0.6968 -1.3455 1.4025
H -0.2464 -0.6461 5.3609
H -2.7349 -1.3994 -2.0957
O -1.9430 5.6892 2.7199
H -2.8699 1.8306 5.0574
H -3.1274 -5.4604 -4.5242
C 2.2029 -4.5240 -0.4502
H 2.8033 -5.2156 -2.8351
H 1.9311 -5.5125 -0.8598
H -1.2909 0.3841 -4.3989
H -4.5370 1.7528 1.7463
H 3.1786 2.9466 4.7338
H -6.1615 -4.6319 -1.8252
N -1.4065 -2.1307 -8.1991
C -3.4672 1.5325 1.7537
N -2.8957 1.9648 3.0145
O -4.2617 0.6062 4.2350
C -4.3303 -6.2972 -2.4241
C 5.7041 2.5266 -0.6296
H -2.9821 2.0445 0.9249
N 0.1904 -1.0176 3.3983
O 1.9142 -4.2007 0.6858
C -3.3717 1.4365 4.1576
H -4.7635 8.5092 1.3534
H -0.9821 2.5588 2.4313
H -4.0643 -6.0346 -1.3980
O 4.2933 -1.3186 5.8914
O 5.8600 3.0625 3.2130
H 0.3411 -1.0941 -8.4762
C 5.3527 2.8458 4.5730
C 3.1782 -4.2054 -2.6738
C 3.9477 2.1552 4.6496
H 4.0691 1.6059 6.8207
H 2.8056 0.7331 5.8033
H 2.0705 -1.1013 2.5050
H -1.8020 -3.1394 -9.9778
O 3.7790 2.7524 1.1804
O 0.0153 -1.5570 -6.5251
H -2.6621 -2.0511 -6.5378
H -3.3348 0.4541 1.6460
F 6.1390 3.7455 -0.3055
H -4.4848 6.2048 3.6340
C 3.8526 1.1282 5.8447
C 1.0536 -0.7878 2.2577
H 0.3757 0.5593 -3.8027
N -0.8465 -0.7690 -2.7195
H -2.2943 -1.8759 -3.7557
H -1.5560 -2.6975 -2.3567
C 0.4705 -0.4064 4.5591
H -4.8230 7.9404 3.8481
C -3.9204 -4.7377 -4.2673
F 4.8581 2.7130 -1.6552
C -1.9236 -1.7430 -2.7408
C 3.2894 -2.4203 -0.9261
C -0.2627 -0.4758 -1.5443
H -1.8409 6.9594 1.1413
F 6.6819 1.7542 -1.0838
H 0.5427 0.2726 -1.6338
H -1.5075 -1.9811 4.1751
S 4.6816 1.7537 0.7107
H -3.3407 7.2216 4.5256
H 4.9295 -0.0829 4.3800
O 7.4350 1.6023 2.9110
C -1.7235 -2.1130 -9.6130
H -5.2933 -3.2299 -2.4978
H 5.2349 3.8400 5.0515
H -1.4985 3.1798 4.0157
H -5.2163 -6.9356 -2.4162
O 3.9347 0.7117 0.0725
C -5.6946 -4.2206 -2.7176
H -2.1860 3.8768 2.5315
H -3.0983 8.7035 0.7658
H -0.9494 -1.5934 -10.1761
O -0.5652 -0.9698 -0.4699
O 5.5863 1.0254 1.8669
H 3.9511 -2.4954 -0.0608

The value obtained for the LUMO energy is 0.48 eV. The orbital gap comes out at 8.85 eV. The largest force on an atom is 4.7 eV/Å. Its highest occupied orbital energy is -8.37 eV.

=====

Here is C8H14AgBr2NO2 as an isolated structure from OMol25. Energies are from wB97M-V/def2-TZVPD.

Cartesian coordinates (Å):
H -1.3419 -0.5715 0.4634
N 0.5762 1.6951 -1.0814
H 2.6191 -2.0995 1.5450
H -0.0123 1.7481 -1.8983
C 2.2383 -2.4172 0.5812
O 0.5657 -0.3307 1.8282
H 1.5413 1.8428 -1.3300
H -3.8240 0.2563 0.2571
C -2.0177 1.4237 0.2009
Br 1.0240 -0.6706 -2.9502
H 2.8690 -1.6890 -1.3120
C 0.3569 0.4721 -0.3503
O 1.6125 1.5827 1.3706
H -4.1105 1.9930 0.2433
H 0.2272 -1.6382 -0.8609
C -3.4778 1.2055 -0.1514
C 0.9459 -0.8377 -1.0024
C -1.1623 0.2464 -0.2291
Br -1.9338 1.6859 2.1457
C 2.3096 -1.2960 -0.4679
Ag -0.1269 -0.1649 3.7568
H -1.5099 -0.0621 -1.2192
H 2.8367 -3.2689 0.2601
H 2.8768 -0.4450 -0.0973
H -1.6700 2.3476 -0.2452
H -3.5798 1.1459 -1.2344
C 0.9447 0.6259 1.0627
H 1.2230 -2.7796 0.7149

The value obtained for the LUMO energy is -1.50 eV. The orbital gap comes out at 7.40 eV. The largest force on an atom is 1.1 eV/Å. Its highest occupied orbital energy is -8.90 eV.

=====

Here is C30H23F10IN5O2SV as an isolated structure from OMol25. Energies are from wB97M-V/def2-TZVPD.

Cartesian coordinates (Å):
C 2.4539 -1.5095 -0.3114
H 0.3709 2.9828 -6.6771
C -0.3268 1.9864 -4.9172
H 0.4826 3.1167 1.7742
S -0.3326 -1.5439 1.5832
H 0.3495 -2.9990 7.2914
H 1.4315 1.6668 -2.0368
H 1.7437 0.0163 3.2317
F -0.4105 -3.2925 -5.7154
F -1.3120 -2.2009 -1.2310
H 1.1467 -1.5639 6.6167
C -1.0737 0.9077 -2.8320
C -2.5836 -2.6843 4.6113
F 0.3108 3.9271 -0.4623
F 2.8437 -1.1377 -3.1369
C -0.3210 -2.4259 5.3473
O -0.6839 0.4201 -1.6022
C -0.4648 -2.2478 -2.2846
N -0.1962 1.4340 0.6900
H 2.5609 -1.3309 2.4686
C 0.8115 -1.7129 -2.1001
H -4.6591 -2.1911 4.6634
C 0.6675 2.0489 1.6781
C 2.5273 -0.2464 2.5257
C -0.8961 -2.7866 -3.4786
F -2.7279 0.5097 0.4772
H 0.4718 1.5873 2.6511
F -1.6597 5.3926 -1.5993
C 1.2420 -2.2450 -4.4313
C -3.2401 3.7261 -1.1094
I 3.2670 4.0325 -6.2388
H 3.2738 0.4477 -0.6319
F -4.7384 1.9630 -0.6719
H 3.4811 0.1176 2.9238
F 2.0531 -2.2023 -5.4683
C -4.0106 -3.0649 4.7590
H -1.2966 1.7510 -5.3353
C 1.8516 2.9713 -5.1225
C -2.5111 1.7593 0.0214
C -1.2118 2.2496 0.1432
C 1.2179 1.9251 -3.0640
H 2.7786 2.2279 2.0328
C -0.0284 1.6053 -3.6084
H 3.0874 -2.0172 -1.0346
F -2.1128 -3.2853 -3.5766
C -3.5253 2.4714 -0.5816
C 1.6492 -1.7180 -3.2199
H 3.1263 2.8428 -3.4013
C 3.1339 -0.2411 0.2014
N 1.1628 -1.1595 -0.8600
H 2.3204 2.2395 0.3208
H -2.8241 -2.1113 2.6545
C 2.1591 2.5955 -3.8181
V -0.1611 -0.1460 -0.1647
N -2.1625 -2.1997 3.4161
C -1.9453 4.2295 -1.0509
F -4.1908 4.4276 -1.6800
H -1.9232 -3.2065 6.5681
C -0.0308 -2.7910 -4.5663
N 0.0357 -1.9599 4.1421
H 1.5608 -3.1468 5.9983
C -1.6446 -2.8089 5.6040
H -4.3024 -3.7762 3.9837
C -0.9489 3.4919 -0.4364
C -0.8622 -1.8792 3.1911
O -2.2027 0.7439 -3.1850
C 2.1194 1.7739 1.2858
H 2.2805 -2.1887 0.5340
N 2.2753 0.3362 1.2115
H 4.1172 -0.5112 0.5988
C 0.7342 -2.5469 6.3815
H -4.1864 -3.5172 5.7303
C 0.6082 2.6713 -5.6695

The value obtained for the LUMO energy (alpha / beta) is -7.53 / -7.55 eV. The orbital gap (alpha / beta) comes out at 5.66 / 5.65 eV. The value obtained for the energy above the lowest of the compared OMol25 structures with the same formula, charge and spin is 113.1 kJ/mol. The largest force on an atom is 2.9 eV/Å. Its highest occupied orbital energy (alpha / beta) is -13.20 / -13.20 eV. The total charge is +2.